Density functional theory data (ωB97M-V/def2-TZVPD) for BeH12O6 as an isolated structure at a distorted geometry.

Computed properties:
Largest force on an atom ... 0.0562 hartree/bohr
Energy relative to the best compared isomer or geometry (same formula, charge and spin) ... 4.50 kcal per mole
E ... -12868.6523 eV
Charge ... +2
Gap between HOMO and LUMO ... 12.041 eV

Geometry as XYZ:
```
19
Properties=species:S:1:pos:R:3:nbo_charge:R:1
Be -0.201 -0.024 0.365 1.718
O -1.778 -0.252 0.807 -1.051
H -2.181 -0.661 1.605 0.549
H -2.544 -0.233 0.187 0.560
O 2.539 0.412 -0.136 -0.996
H 2.814 1.276 -0.563 0.502
H 3.282 -0.004 0.240 0.497
O 0.593 -0.292 1.821 -1.026
H 1.267 0.028 2.385 0.553
H 0.417 -1.199 2.180 0.536
O 0.381 -1.269 -0.543 -1.044
H 1.160 -1.844 -0.264 0.558
H -0.031 -1.658 -1.326 0.554
O -1.902 0.037 -1.776 -0.995
H -2.515 -0.556 -2.234 0.509
H -2.337 0.870 -1.926 0.503
O 0.117 1.462 -0.196 -1.025
H 0.456 1.785 -1.042 0.554
H 0.472 2.128 0.420 0.544
```

Density functional theory data (ωB97M-V/def2-TZVPD) for a 3-piece molecular cluster, C3H11NO2 overall at a distorted geometry.

Computed properties:
Largest force on an atom ... 0.0227 hartree/bohr
Energy relative to the best compared isomer or geometry (same formula, charge and spin) ... 36.04 kcal per mole
E ... -8872.9264 eV
Charge ... 0
Gap between HOMO and LUMO ... 10.306 eV

Geometry as XYZ:
```
17
Properties=species:S:1:pos:R:3:nbo_charge:R:1
N -1.042 -1.253 0.212 -0.838
C -0.320 -0.560 1.278 -0.270
C 1.819 0.843 1.281 -0.404
C 0.575 0.581 0.864 -0.187
H -1.225 -2.207 0.517 0.367
H -0.412 -1.438 -0.566 0.354
H 0.153 -1.129 2.085 0.187
H -1.055 0.063 1.810 0.201
H 2.089 1.870 1.493 0.209
H 2.497 0.034 1.523 0.194
H 0.020 1.360 0.337 0.191
H -3.753 1.164 -0.288 0.468
H -2.350 0.580 -0.646 0.485
O -3.053 1.173 -0.942 -0.958
H 1.796 -0.706 -2.342 0.461
H 2.135 0.291 -3.368 0.466
O 2.127 -0.666 -3.248 -0.927
```

Density functional theory data (ωB97M-V/def2-TZVPD) for a 2-piece molecular cluster, C4H6ClI overall at a distorted geometry.

Computed properties:
Largest force on an atom ... 0.1264 hartree/bohr
Energy relative to the best compared isomer or geometry (same formula, charge and spin) ... 45.87 kcal per mole
E ... -24865.0868 eV
Charge ... 0
Gap between HOMO and LUMO ... 9.476 eV

Geometry as XYZ:
```
12
Properties=species:S:1:pos:R:3:nbo_charge:R:1
C -0.426 0.676 -0.152 -0.262
C 0.017 -0.560 -0.117 -0.054
C -1.817 1.143 0.283 -0.631
C 1.984 -1.256 -0.155 -0.533
Cl -0.954 -1.897 0.057 0.025
I 3.273 0.418 -0.058 0.156
H 0.286 1.553 -0.381 0.224
H -1.849 0.815 1.282 0.226
H -1.764 2.120 0.091 0.212
H -2.575 0.705 -0.373 0.220
H 1.862 -1.839 -1.123 0.231
H 1.962 -1.876 0.647 0.185
```

Density functional theory data (ωB97M-V/def2-TZVPD) for an isolated ion of composition C16H18BrClNO2 and charge +1.

Computed properties:
Largest force on an atom ... 0.0155 hartree/bohr
E ... -105028.2241 eV
Charge ... +1
Gap between HOMO and LUMO ... 9.303 eV

Geometry as XYZ:
```
39
Properties=species:S:1:pos:R:3:nbo_charge:R:1
O 2.889 1.343 0.340 -0.749
H 3.724 1.422 -0.131 0.504
C 1.984 2.331 -0.110 -0.082
C 0.841 2.357 0.908 -0.238
N 0.450 0.960 1.179 -0.535
H 0.038 0.509 0.328 0.474
C -0.570 0.769 2.236 -0.230
C -1.072 -0.654 2.274 -0.139
C -1.250 -1.292 3.490 -0.190
C -1.773 -2.576 3.540 -0.092
C -2.133 -3.230 2.373 -0.193
C -1.957 -2.604 1.153 -0.277
C -1.423 -1.323 1.090 0.370
O -1.205 -0.637 -0.078 -0.560
C -1.166 -1.328 -1.336 -0.087
C -0.267 -0.504 -2.219 -0.078
C 1.095 -0.780 -2.276 -0.189
C 1.945 0.018 -3.020 -0.235
C 1.433 1.113 -3.704 -0.039
C 0.074 1.396 -3.660 -0.218
C -0.769 0.588 -2.917 -0.192
H -1.825 0.805 -2.886 0.228
H -0.318 2.238 -4.207 0.242
Cl 2.495 2.132 -4.606 0.043
H 2.997 -0.208 -3.076 0.239
H 1.496 -1.633 -1.748 0.224
H -2.179 -1.396 -1.743 0.207
H -0.755 -2.331 -1.199 0.203
H -2.256 -3.116 0.253 0.234
H -2.553 -4.222 2.415 0.246
Br -1.997 -3.427 5.223 0.103
H -0.988 -0.788 4.408 0.235
H -1.406 1.438 2.007 0.232
H -0.157 1.051 3.205 0.236
H 1.326 0.462 1.393 0.455
H -0.009 2.921 0.526 0.233
H 1.188 2.805 1.842 0.226
H 2.451 3.319 -0.157 0.205
H 1.603 2.073 -1.108 0.187
```